1.
{"formula": "C9H9P", "method": "ωB97M-V/def2-TZVPD", "symbols": ["C", "C", "C", "C", "C", "C", "C", "C", "C", "P", "H", "H", "H", "H", "H", "H", "H", "H", "H"], "xyz": [[1.089955, 1.131469, 2.114113], [-0.212485, 0.774566, 2.423976], [1.608920, 0.786548, 0.884535], [-0.963342, 0.100546, 1.488377], [0.882180, 0.083839, -0.084719], [-0.452503, -0.268264, 0.233249], [1.610536, -0.162022, -1.328872], [1.201283, -0.570460, -2.526261], [-1.304563, -1.173187, -0.480621], [-2.728680, -0.858314, -1.217478], [1.692201, 1.676205, 2.825483], [-0.637109, 1.030308, 3.383177], [2.627524, 1.070141, 0.652215], [-1.982578, -0.179393, 1.720111], [2.665418, 0.076754, -1.230170], [1.893718, -0.683810, -3.342383], [0.173194, -0.831008, -2.723741], [-3.791985, 0.044046, -1.319665], [-3.371684, -2.047964, -1.471326]], "forces_ev_per_a": [[0.05, 0.02, 0.09], [0.08, 0.05, -0.03], [-0.04, 0.06, -0.02], [-0.16, 0.17, 0.13], [-0.16, 0.12, 0.34], [0.32, 0.00, 0.37], [0.23, -0.05, -0.31], [-0.46, -0.15, 0.33], [-0.09, 0.56, -0.75], [0.33, -1.29, -0.25], [0.07, 0.02, 0.05], [-0.07, 0.01, 0.06], [0.02, 0.00, -0.04], [-0.02, -0.02, 0.03], [0.03, -0.02, -0.04], [0.18, 0.00, -0.08], [-0.16, 0.02, -0.01], [0.04, 0.81, 0.37], [-0.21, -0.30, -0.24]], "smiles": "C=Cc1ccccc1C#[PH2]", "energy_ev": -18763.42667, "orbital_gap_ev": 7.58, "spin_multiplicity": 1, "e_homo_ha": -0.287, "mol_weight_g_mol": 148.1, "e_above_lowest_kcal_mol": 42.3}

=====

2.
{"formula": "C60H58N11O4P2ReS2", "method": "ωB97M-V/def2-TZVPD", "symbols": ["Re", "N", "C", "C", "C", "C", "C", "C", "S", "O", "O", "N", "C", "N", "C", "C", "C", "N", "H", "H", "H", "H", "H", "H", "H", "H", "H", "C", "O", "C", "C", "C", "C", "C", "C", "C", "N", "C", "C", "N", "C", "C", "C", "C", "N", "C", "C", "N", "C", "C", "C", "C", "H", "H", "H", "H", "H", "H", "H", "H", "H", "H", "H", "H", "H", "H", "C", "S", "C", "C", "C", "N", "P", "C", "C", "C", "C", "C", "C", "C", "C", "C", "C", "C", "C", "P", "C", "C", "C", "C", "C", "C", "C", "C", "C", "C", "C", "C", "H", "H", "H", "H", "H", "H", "H", "H", "H", "H", "H", "H", "H", "H", "H", "H", "H", "H", "H", "H", "H", "H", "H", "H", "H", "H", "H", "H", "H", "C", "N", "C", "N", "O", "H", "H", "H", "H", "H", "H"], "xyz": [[0.497271, -0.415344, -0.009664], [-5.810284, -4.579815, 3.843660], [-4.904337, -3.633000, 3.476490], [-5.298582, -2.512303, 2.725787], [-4.377056, -1.555488, 2.353797], [-3.037324, -1.698970, 2.716694], [-2.630199, -2.808288, 3.460360], [-3.549189, -3.763049, 3.828143], [-1.919834, -0.469285, 2.223844], [-2.516678, 0.223326, 1.101425], [-1.452309, 0.326030, 3.326157], [-0.592907, -1.264727, 1.568722], [0.504487, -1.589958, 2.359005], [1.605922, -1.338519, 1.620480], [2.794058, -1.573712, 2.186487], [2.872661, -2.051338, 3.476136], [1.675219, -2.273755, 4.146394], [0.481639, -2.046240, 3.594041], [-6.792819, -4.419012, 3.714470], [-5.554623, -5.299667, 4.495219], [-6.343339, -2.389787, 2.461032], [-4.692555, -0.691237, 1.783622], [-1.596463, -2.908544, 3.768371], [-3.233201, -4.618832, 4.413904], [3.675039, -1.379582, 1.591073], [3.827198, -2.252745, 3.939882], [1.669244, -2.643227, 5.165528], [-5.148986, 12.176862, -0.168121], [-5.259891, 10.999676, -1.024491], [-4.624165, 9.906873, -0.770758], [-3.759953, 9.721597, 0.359250], [-3.140026, 8.526046, 0.516023], [-3.337960, 7.465792, -0.421523], [-4.225694, 7.660026, -1.527439], [-4.844310, 8.845457, -1.706725], [-2.689543, 6.209375, -0.315977], [-2.979029, 5.173158, -1.105993], [-2.159411, 4.180587, -0.716904], [-1.340603, 4.593265, 0.333935], [-1.685288, 5.883337, 0.580692], [-0.427530, 3.700512, 0.966957], [0.287552, 3.975452, 2.144088], [1.040802, 2.994868, 2.725073], [1.080114, 1.745311, 2.111067], [0.445299, 1.470855, 0.973075], [-0.334794, 2.430024, 0.378507], [-1.131279, 2.039024, -0.767764], [-0.960536, 0.677500, -1.249763], [-1.270810, 0.414203, -3.740156], [-3.416312, 1.756296, -3.193142], [-3.277954, 2.430890, -2.057831], [-2.106360, 2.849036, -1.255581], [-5.777359, 12.921917, -0.636649], [-4.115856, 12.511783, -0.143671], [-5.519188, 11.938414, 0.825282], [-3.612957, 10.514281, 1.078252], [-2.511557, 8.383728, 1.386668], [-4.382055, 6.841312, -2.215900], [-5.508381, 9.028443, -2.541508], [-1.273834, 6.494883, 1.265992], [0.215140, 4.950077, 2.613402], [1.577644, 3.155715, 3.648657], [1.648874, 0.937520, 2.546987], [-0.688087, 0.080442, -4.592706], [-4.438119, 1.560776, -3.499922], [-4.200156, 2.755650, -1.583953], [6.973002, -3.558710, -5.028077], [6.650011, -1.941355, -4.293949], [5.249573, -2.347505, -3.224358], [5.233893, -1.379985, -2.049144], [3.945462, -1.432642, -1.243042], [2.724681, -1.142368, -2.067990], [1.287388, -2.082623, -1.661379], [0.643272, -2.441787, -3.320769], [1.224039, -1.896140, -4.462105], [0.752452, -2.248866, -5.721659], [-0.295640, -3.147330, -5.847072], [-0.861645, -3.717485, -4.710514], [-0.391539, -3.373080, -3.454524], [1.812583, -3.713815, -1.111205], [1.479543, -4.157341, 0.164968], [1.870189, -5.421460, 0.589772], [2.607150, -6.233536, -0.261203], [2.945449, -5.793549, -1.537388], [2.540129, -4.541785, -1.968339], [2.072404, 0.421097, -1.694635], [3.391245, 1.613179, -1.902701], [4.182022, 1.577229, -3.053138], [5.127118, 2.566875, -3.264961], [5.280748, 3.593261, -2.338393], [4.492771, 3.633907, -1.197075], [3.546095, 2.641108, -0.975610], [0.848157, 0.910056, -2.926138], [0.949609, 1.885020, -3.862263], [-0.154215, 2.691013, -4.469416], [-1.489449, 2.546129, -4.569227], [-2.360344, 1.334535, -4.180065], [-0.531790, 0.544282, -2.642426], [7.820356, -3.432514, -5.699537], [6.122781, -3.915442, -5.607719], [7.240322, -4.283870, -4.260758], [5.351186, -3.380528, -2.883496], [4.320386, -2.263269, -3.793568], [5.403059, -0.367878, -2.410784], [6.065483, -1.603708, -1.376855], [4.010219, -0.732000, -0.400992], [3.836560, -2.429683, -0.817571], [2.061092, -1.218063, -4.374778], [1.218503, -1.830964, -6.605060], [-0.657245, -3.423883, -6.829478], [-1.658593, -4.443870, -4.806874], [-0.824724, -3.839422, -2.577249], [0.928866, -3.504310, 0.829875], [1.607834, -5.770222, 1.581361], [2.920499, -7.215965, 0.068260], [3.513046, -6.435982, -2.198377], [2.777676, -4.209168, -2.973052], [4.067795, 0.773193, -3.772443], [5.753978, 2.531774, -4.146681], [6.024263, 4.361637, -2.507801], [4.627690, 4.429031, -0.474879], [2.938300, 2.660251, -0.075600], [1.937951, 2.259284, -4.114176], [0.213198, 3.638209, -4.853208], [-2.049984, 3.408040, -4.924727], [-2.860214, 0.961706, -5.073118], [-1.812581, 0.141216, -1.076206], [-3.966994, -1.236769, -1.633441], [-3.567161, -2.435997, -0.927808], [-2.285074, -2.680299, -0.619061], [-2.020129, -3.804833, 0.073459], [-1.364733, -1.926115, -1.022766], [-5.011605, -1.339618, -1.918902], [-3.371608, -1.127711, -2.540992], [-3.855468, -0.343604, -1.014484], [-4.278947, -3.005242, -0.501338], [-2.744917, -4.395513, 0.444234], [-1.070411, -3.994120, 0.332220]], "forces_ev_per_a": [[-2.98, -1.61, 0.42], [0.24, 0.20, -0.15], [-0.29, -0.22, 0.14], [-0.03, 0.12, -0.08], [-0.04, -0.08, -0.06], [-0.02, -0.26, -0.06], [0.00, 0.06, 0.10], [0.13, -0.08, 0.03], [-0.89, 0.52, 0.45], [0.38, -0.23, -0.03], [0.18, -0.35, -0.33], [0.77, 0.62, 0.04], [-0.44, 0.31, 0.23], [0.06, 0.37, -0.05], [0.29, -0.11, -0.14], [0.04, -0.01, -0.10], [-0.13, 0.00, 0.06], [0.18, -0.01, -0.24], [-0.03, 0.02, 0.01], [0.01, -0.01, 0.03], [0.07, 0.02, 0.02], [0.00, -0.02, 0.02], [-0.12, -0.01, -0.01], [-0.01, 0.04, -0.01], [0.01, 0.02, 0.01], [-0.02, 0.03, -0.01], [-0.02, 0.00, -0.01], [0.03, -0.86, -0.45], [-0.98, 2.17, -0.12], [1.17, -1.81, 0.63], [-1.17, 0.84, -1.13], [0.17, -1.81, -0.86], [-0.59, 1.58, 0.14], [1.05, -0.69, 0.97], [-0.10, 1.37, 0.69], [0.11, -0.92, -0.24], [-0.07, 0.44, 0.29], [0.44, -0.55, 0.07], [0.61, -1.00, 0.08], [-0.38, 0.29, -0.17], [-0.73, 0.97, -0.23], [-0.11, 0.14, -0.11], [0.06, -0.38, 0.00], [0.28, -0.02, 0.09], [0.62, -0.33, -0.23], [-0.37, -0.84, -1.07], [0.90, 0.20, 0.97], [0.62, 0.01, 0.19], [-0.30, 0.16, -0.32], [-0.06, 0.04, -0.04], [0.11, -0.01, 0.15], [-0.56, 0.94, 0.05], [-0.04, 0.05, -0.03], [0.08, 0.05, 0.06], [0.02, 0.02, 0.10], [-0.04, 0.02, -0.05], [0.08, -0.05, 0.00], [0.04, 0.02, 0.02], [0.01, 0.04, 0.07], [-0.10, 0.07, -0.08], [0.00, -0.03, -0.06], [-0.01, -0.03, -0.02], [0.04, 0.05, 0.03], [0.02, 0.00, -0.03], [0.04, 0.00, -0.05], [0.03, 0.01, 0.03], [-0.03, 0.04, -0.05], [0.09, -0.06, 0.01], [-0.02, -0.01, -0.04], [-0.01, -0.03, -0.05], [0.13, -0.09, -0.14], [-0.29, 0.10, 0.48], [1.32, 0.29, -1.02], [-0.37, -0.03, 0.20], [0.10, 0.07, -0.01], [0.04, -0.01, 0.05], [-0.01, -0.02, 0.02], [0.03, 0.00, 0.04], [-0.08, 0.04, 0.02], [-0.21, 0.09, 0.42], [0.11, -0.15, 0.07], [-0.01, 0.04, 0.01], [0.02, -0.01, 0.01], [-0.05, 0.02, 0.06], [-0.06, 0.07, -0.21], [0.35, 0.10, -1.14], [0.04, 0.09, 0.59], [-0.08, -0.06, -0.08], [0.00, -0.01, 0.01], [-0.01, 0.00, 0.00], [-0.02, -0.05, 0.03], [0.05, 0.02, 0.09], [-0.22, -0.15, 0.41], [-0.11, 0.47, -0.25], [0.24, -0.10, 0.07], [0.01, -0.17, 0.09], [0.09, 0.04, 0.07], [0.16, -0.32, 0.36], [-0.01, 0.00, 0.02], [0.00, 0.02, 0.01], [0.00, 0.02, 0.00], [0.01, 0.01, 0.05], [-0.03, -0.07, 0.01], [0.05, 0.01, 0.04], [-0.01, -0.01, 0.01], [0.01, 0.07, -0.04], [-0.01, -0.03, 0.03], [-0.03, 0.02, -0.01], [-0.01, 0.00, 0.03], [0.00, 0.01, 0.03], [0.02, 0.02, 0.00], [0.03, -0.01, -0.06], [-0.04, -0.13, 0.01], [0.00, 0.01, -0.04], [-0.02, 0.02, -0.01], [-0.02, 0.03, 0.01], [0.01, -0.01, 0.04], [0.00, 0.04, -0.02], [-0.03, 0.00, 0.01], [-0.02, -0.02, 0.01], [-0.03, -0.03, -0.02], [0.02, 0.04, -0.04], [-0.04, 0.02, -0.01], [0.05, -0.05, 0.02], [0.02, -0.06, 0.04], [0.02, -0.02, -0.05], [-0.06, 0.01, -0.16], [-0.07, 0.10, -0.15], [0.34, 0.04, 0.14], [-0.42, -0.51, 0.36], [0.03, 0.11, -0.05], [0.74, 0.67, -0.01], [0.03, 0.04, 0.00], [-0.02, 0.00, 0.02], [-0.06, -0.04, 0.04], [-0.02, -0.03, -0.02], [-0.01, 0.02, 0.02], [0.05, -0.05, 0.03]], "energy_ev": -130098.63151, "orbital_gap_ev": [3.20, 3.39], "total_charge": 3, "spin_multiplicity": 2, "e_homo_ha": [-0.467, -0.467], "mol_weight_g_mol": 1309.5, "e_above_lowest_kcal_mol": 0.0, "s2": 0.763}

=====

3.
{"formula": "C4H7NO", "method": "ωB97M-V/def2-TZVPD", "symbols": ["C", "N", "C", "C", "C", "O", "H", "H", "H", "H", "H", "H", "H"], "xyz": [[1.372886, 1.087923, -0.087221], [0.286837, 0.137069, -0.330483], [-0.281682, 0.052817, -1.521247], [-1.295508, -1.150010, 1.117970], [0.014508, -0.739584, 0.682794], [-0.392428, -0.372016, 1.964200], [1.012755, 1.813742, 0.648145], [2.245842, 0.570821, 0.313015], [1.613323, 1.602142, -1.018441], [0.300398, 0.256830, -2.409980], [-1.227364, -0.468989, -1.588979], [-2.198673, -0.591200, 0.866859], [-1.450892, -2.199545, 1.363366]], "forces_ev_per_a": [[0.02, 0.04, 0.02], [0.27, 0.04, 0.33], [-0.25, 0.01, -0.39], [-0.25, -0.21, 0.04], [-0.15, -0.08, -0.16], [0.06, 0.02, -0.02], [0.10, -0.07, -0.10], [-0.12, 0.04, -0.07], [-0.02, -0.09, 0.13], [-0.08, 0.24, 0.09], [0.21, -0.10, -0.03], [0.20, -0.08, -0.14], [0.01, 0.23, 0.29]], "energy_ev": -7794.58711, "orbital_gap_ev": [7.61, 8.11], "spin_multiplicity": 1, "e_homo_ha": [-0.259, -0.270], "mol_weight_g_mol": 85.1, "e_above_lowest_kcal_mol": 116.6}

=====

4.
{"formula": "C2H4N4", "method": "ωB97M-V/def2-TZVPD", "symbols": ["N", "C", "C", "N", "N", "N", "H", "H", "H", "H"], "xyz": [[1.179887, -0.552830, 0.832104], [0.132957, -0.270353, -0.102818], [-1.233229, -0.899813, -0.082383], [-2.070840, 0.123887, -0.413554], [-1.431992, 1.300011, -0.476419], [-0.184624, 1.141390, -0.266670], [2.000054, -0.933838, 0.373531], [0.844308, -1.220508, 1.519064], [0.330817, -0.630410, -1.134128], [0.432661, 1.942464, -0.248727]], "forces_ev_per_a": [[-0.14, -0.17, -0.19], [-0.13, 0.02, 0.08], [0.02, 0.33, -0.12], [0.04, -0.25, 0.21], [0.34, -0.05, 0.03], [-0.15, -0.01, -0.02], [-0.17, 0.03, 0.19], [0.12, 0.11, -0.09], [0.15, 0.05, -0.04], [-0.07, -0.06, -0.05]], "energy_ev": -8094.68634, "orbital_gap_ev": 8.05, "spin_multiplicity": 1, "e_homo_ha": -0.319, "mol_weight_g_mol": 84.1, "e_above_lowest_kcal_mol": 106.7}

=====

5.
{"formula": "C3H5NO2", "method": "ωB97M-V/def2-TZVPD", "symbols": ["N", "C", "O", "C", "C", "O", "H", "H", "H", "H", "H"], "xyz": [[-1.863141, -0.253352, 0.040814], [-0.595709, 0.259293, 0.188189], [-0.412628, 1.357625, -0.577726], [0.352465, -0.234629, 1.011167], [2.054490, 0.207344, -1.073539], [2.865163, -0.577878, -1.191911], [-2.024742, -1.142963, 0.483360], [-2.313324, -0.117363, -0.850908], [0.240760, -1.212240, 1.468115], [1.168500, 0.400495, 1.338889], [0.528168, 1.313663, -0.836449]], "forces_ev_per_a": [[0.05, -0.14, -0.03], [-0.14, -0.17, 0.23], [0.02, 0.00, 0.09], [-0.11, 0.03, 0.15], [1.37, -0.93, -0.48], [-0.85, 0.79, 0.16], [-0.08, 0.07, -0.03], [0.14, -0.03, 0.01], [-0.10, 0.23, 0.06], [-0.06, -0.20, -0.19], [-0.24, 0.34, 0.03]], "energy_ev": -8776.17444, "orbital_gap_ev": 9.09, "spin_multiplicity": 1, "e_homo_ha": -0.300, "mol_weight_g_mol": 87.1, "e_above_lowest_kcal_mol": 35.1}

=====

6.
{"formula": "C4H8N2O", "method": "ωB97M-V/def2-TZVPD", "symbols": ["N", "C", "C", "C", "O", "C", "N", "H", "H", "H", "H", "H", "H", "H", "H"], "xyz": [[-1.607082, -1.626370, 0.949415], [-0.517126, 1.082145, -0.169272], [0.688579, 1.031531, -0.738740], [1.787665, 0.105229, -0.320337], [1.344546, -0.762199, 0.701045], [-1.512512, 2.001284, -0.647760], [-2.319857, 2.739181, -1.030907], [-0.610650, -1.782575, 0.816584], [-1.987153, -2.425822, 1.446421], [-0.812955, 0.418649, 0.643143], [0.928203, 1.697073, -1.566369], [-2.028134, -1.622755, 0.024976], [2.642672, 0.714428, 0.012991], [2.126118, -0.459607, -1.204802], [2.113695, -1.144396, 1.137572]], "forces_ev_per_a": [[-0.03, -0.23, -0.05], [0.18, -0.04, -0.07], [-0.12, 0.01, 0.08], [0.05, 0.24, -0.25], [0.17, -0.11, 0.13], [-0.67, 0.65, -0.33], [0.77, -0.72, 0.37], [-0.12, 0.01, 0.06], [0.04, 0.08, -0.05], [0.09, 0.21, -0.14], [-0.03, -0.09, 0.11], [-0.01, -0.03, 0.09], [-0.12, -0.09, -0.02], [-0.06, 0.07, 0.14], [-0.12, 0.03, -0.05]], "smiles": "N#C/C=C/CO.N", "energy_ev": -9304.32393, "orbital_gap_ev": 10.35, "spin_multiplicity": 1, "e_homo_ha": -0.365, "mol_weight_g_mol": 100.1, "e_above_lowest_kcal_mol": 47.7}

=====

7.
{"formula": "C6H10", "method": "ωB97M-V/def2-TZVPD", "symbols": ["C", "C", "C", "C", "C", "C", "H", "H", "H", "H", "H", "H", "H", "H", "H", "H"], "xyz": [[1.830393, 0.634871, -0.320697], [0.370531, 0.690579, 0.008293], [-1.125234, -2.189668, -0.006598], [-0.082869, 1.639551, 1.074420], [-0.521277, 0.076548, -0.745738], [-1.342981, -0.705251, -1.284039], [2.065994, -0.130872, -1.066041], [2.412191, 0.433978, 0.588703], [2.170610, 1.606029, -0.711132], [-1.050028, -1.576562, 0.873545], [-0.505079, -2.636391, -0.816294], [-1.803741, -2.943113, 0.438097], [0.467845, 1.445613, 2.004748], [0.146977, 2.673583, 0.778520], [-1.155580, 1.569082, 1.278378], [-1.974958, -0.719758, -2.152588]], "forces_ev_per_a": [[0.42, 0.03, 0.16], [-0.67, 0.05, -0.91], [-1.62, 0.56, -2.52], [0.19, 0.30, 0.33], [1.68, 1.95, 0.65], [-1.71, -3.53, 1.86], [-0.12, 0.12, 0.16], [-0.02, 0.01, -0.17], [-0.06, -0.19, 0.10], [1.92, 0.35, -0.19], [0.74, 0.24, 2.08], [-0.76, 0.18, -1.47], [-0.12, 0.06, -0.10], [-0.06, -0.15, 0.11], [0.21, -0.04, -0.10], [-0.01, 0.04, 0.02]], "energy_ev": -6379.80461, "orbital_gap_ev": 9.32, "spin_multiplicity": 1, "e_homo_ha": -0.304, "mol_weight_g_mol": 82.1, "e_above_lowest_kcal_mol": 93.5}